Density functional theory data (ωB97M-V/def2-TZVPD) for a molecular structure, C38H67Cl30N2.

Last column: Mulliken charge in e.
Geometry (Å):
1 C -3.584 -1.491 -0.760  0.0289
2 C -3.409 -1.015 0.728  -0.0717
3 C -3.245 -2.251 1.699  -0.9603
4 C -1.814 -2.933 1.626  0.2838
5 C -1.841 -4.348 0.815  -1.5493
6 C -0.878 -4.164 -0.452  1.6898
7 C -0.497 -5.485 -1.196  -1.4257
8 C 0.505 -5.068 -2.362  -0.5529
9 C 1.912 -4.589 -1.818  -0.7986
10 C 2.105 -3.026 -1.707  0.6777
11 C 2.545 -2.309 -3.035  0.3563
12 C 1.369 -1.765 -3.921  -1.2609
13 C 0.795 -0.358 -3.520  -0.5537
14 C 1.728 0.925 -3.485  -0.2343
15 C 1.633 1.233 -1.958  -0.7345
16 N 0.685 0.642 -1.328  1.7787
17 C 0.316 0.640 0.102  0.9814
18 C 1.512 0.761 1.113  -0.5956
19 C 2.789 -0.104 0.778  1.6902
20 C 4.063 0.798 1.102  -0.1230
21 C 5.400 0.255 0.465  -0.9654
22 C 5.820 1.158 -0.768  0.4660
23 C 4.997 0.795 -2.075  2.6687
24 C 5.867 0.076 -3.186  -0.4709
25 C 5.340 0.373 -4.655  -0.8372
26 C -0.118 -0.202 -2.245  0.0258
27 N -1.425 0.226 -2.752  -0.2168
28 C -1.877 1.575 -2.385  0.7425
29 C -1.676 2.646 -3.557  -0.1542
30 C -2.099 2.088 -4.966  -1.2687
31 H -3.955 -0.644 -1.399  0.2663
32 H -2.556 -1.769 -1.125  -0.8428
33 H -4.240 -2.382 -0.879  0.4601
34 H -4.369 -0.512 1.020  0.2572
35 H -2.586 -0.268 0.844  -0.0366
36 H -3.330 -1.813 2.731  0.3927
37 H -4.065 -2.995 1.557  0.2474
38 H -1.140 -2.214 1.089  -0.2708
39 H -1.407 -3.014 2.651  0.8844
40 H -1.408 -5.103 1.511  0.3310
41 H -2.863 -4.615 0.463  0.5605
42 H -1.321 -3.481 -1.222  -0.1345
43 H 0.060 -3.743 -0.060  -0.7587
44 H -1.399 -5.930 -1.697  0.3494
45 H -0.061 -6.275 -0.540  0.3511
46 H 0.664 -6.008 -2.958  0.3417
47 H -0.006 -4.354 -3.048  0.2569
48 H 2.003 -5.010 -0.779  0.1351
49 H 2.721 -5.007 -2.470  0.5765
50 H 2.937 -2.863 -0.964  0.0808
51 H 1.208 -2.519 -1.281  -0.7493
52 H 3.261 -1.474 -2.832  -0.8823
53 H 3.112 -3.048 -3.665  0.7172
54 H 0.499 -2.472 -3.905  0.3051
55 H 1.726 -1.727 -4.983  0.4946
56 H 0.080 -0.148 -4.356  0.1577
57 H 2.735 0.883 -3.947  -0.1453
58 H 1.085 1.731 -3.924  0.2988
59 H 2.397 1.902 -1.457  0.7842
60 H -0.332 -0.250 0.310  -1.5025
61 H -0.346 1.527 0.298  0.3997
62 H 1.119 0.380 2.097  -0.2779
63 H 1.755 1.837 1.288  0.4771
64 H 2.810 -0.489 -0.271  -1.3760
65 H 2.846 -0.962 1.486  -0.2865
66 H 3.870 1.871 0.835  -0.3508
67 H 4.162 0.794 2.222  0.5868
68 H 6.209 0.423 1.224  0.3563
69 H 5.284 -0.818 0.189  0.3551
70 H 5.625 2.242 -0.558  0.0447
71 H 6.899 1.034 -1.030  -0.4817
72 H 4.176 0.102 -1.761  -1.6927
73 H 4.491 1.705 -2.501  -0.7422
74 H 6.889 0.527 -3.119  0.4239
75 H 5.854 -1.026 -3.027  0.2249
76 H 6.190 0.200 -5.353  0.4317
77 H 4.470 -0.291 -4.896  0.1257
78 H 5.022 1.441 -4.772  0.0978
79 H -0.362 -1.155 -1.696  -0.4189
80 H -2.148 -0.479 -2.696  0.5214
81 H -1.503 1.974 -1.413  -0.1959
82 H -2.995 1.504 -2.263  -0.3328
83 H -2.419 3.462 -3.326  0.2027
84 H -0.669 3.126 -3.538  0.1977
85 H -3.186 2.263 -5.170  0.3229
86 H -1.886 1.003 -5.102  0.2968
87 H -1.504 2.632 -5.741  0.3206
88 C -5.384 4.228 -2.117  -0.1477
89 Cl -5.350 2.508 -1.726  -0.0876
90 Cl -4.401 5.140 -0.967  -0.0211
91 Cl -4.820 4.490 -3.768  -0.1140
92 H -6.408 4.578 -2.045  0.4111
93 C 5.836 5.628 1.241  -0.2090
94 Cl 7.337 4.955 0.597  -0.0763
95 Cl 4.511 4.474 1.044  0.0138
96 Cl 6.028 6.072 2.938  -0.1216
97 H 5.595 6.525 0.679  0.3608
98 C 10.536 0.493 -0.714  -0.0685
99 Cl 9.598 1.992 -0.680  -0.0724
100 Cl 9.460 -0.910 -0.723  -0.1084
101 Cl 11.609 0.464 -2.115  -0.1157
102 H 11.144 0.451 0.183  0.3385
103 C -6.968 -1.683 3.795  -0.0865
104 Cl -6.012 -3.142 3.509  -0.1157
105 Cl -7.563 -1.644 5.457  -0.0332
106 Cl -6.015 -0.235 3.444  -0.1031
107 H -7.823 -1.698 3.127  0.3206
108 C -0.733 0.898 4.688  -0.2034
109 Cl 0.523 2.050 4.218  -0.0917
110 Cl -2.333 1.627 4.529  -0.0911
111 Cl -0.629 -0.582 3.719  0.0340
112 H -0.579 0.633 5.729  0.4047
113 C 3.302 4.944 -2.847  -0.2339
114 Cl 2.091 4.182 -1.797  0.0045
115 Cl 4.822 5.164 -1.982  -0.0605
116 Cl 3.547 3.978 -4.304  -0.0986
117 H 2.933 5.921 -3.142  0.5231
118 C -8.414 -2.869 8.847  0.1403
119 Cl -8.520 -1.174 8.358  -0.1246
120 Cl -7.320 -3.055 10.222  -0.1268
121 Cl -10.016 -3.503 9.236  -0.1191
122 H -8.015 -3.440 8.014  0.2163
123 C -12.115 0.940 7.244  -0.0137
124 Cl -10.588 0.293 6.629  -0.0355
125 Cl -13.422 -0.224 7.007  -0.1182
126 Cl -11.964 1.368 8.950  -0.1178
127 H -12.354 1.839 6.686  0.3079
128 C 1.797 -4.388 2.758  -0.0307
129 Cl 0.375 -3.788 1.883  0.1408
130 Cl 2.806 -3.043 3.312  -0.1537
131 Cl 1.301 -5.393 4.122  -0.1414
132 H 2.387 -4.999 2.082  0.2505
133 C -3.286 6.995 2.539  0.0683
134 Cl -4.801 6.128 2.815  -0.1188
135 Cl -2.639 6.620 0.935  -0.1170
136 Cl -3.522 8.734 2.722  -0.1133
137 H -2.566 6.669 3.281  0.2834

Output
net charge = +1

***

Density functional theory data (ωB97M-V/def2-TZVPD) for 10 unconnected molecules or ions with the total composition C38H68Cl22I2N6O3PS4.

Last column: Mulliken charge in e.
Geometry (Å):
1 C 4.292 4.709 -2.305  -1.0279
2 C 4.335 5.227 -0.817  -0.5739
3 C 3.019 4.859 0.000  0.1430
4 C 3.204 3.430 0.639  -1.0350
5 N 1.879 2.875 1.004  0.6565
6 C 1.794 1.410 0.867  0.2091
7 C 2.663 0.563 1.872  0.1465
8 C 1.884 0.128 3.175  -1.1810
9 C 1.146 -1.273 2.987  -0.4038
10 N 0.574 -1.471 1.640  1.6087
11 C 0.719 -2.776 1.075  -1.9551
12 N 1.397 -3.027 -0.013  1.1892
13 C 1.292 -4.461 -0.437  -0.5289
14 S 2.194 -5.000 -1.932  1.2979
15 O 1.192 -5.171 -2.991  -0.6581
16 O 2.755 -6.326 -1.649  -0.6862
17 C 2.092 -1.955 -0.731  -1.1115
18 I 1.277 -1.648 -2.765  0.5349
19 C 3.694 -1.990 -0.724  -0.2056
20 C 4.422 -3.240 -0.122  -0.8127
21 I 4.353 -1.541 -2.778  0.1274
22 N -0.039 -3.824 1.735  1.2601
23 C 0.700 -4.492 2.778  1.3135
24 C -0.046 -5.181 3.852  -0.8025
25 C 0.703 -5.864 4.905  -0.6605
26 C 2.155 -5.835 4.782  -0.6140
27 N 2.879 -5.256 3.799  -0.4585
28 C 2.149 -4.610 2.863  -0.4673
29 C -1.354 -3.283 2.131  -0.7573
30 P -2.655 -4.621 1.652  0.1561
31 S -1.769 -6.256 1.017  -0.2779
32 O -1.772 -2.142 1.390  0.1244
33 C -0.821 -1.067 1.421  -1.6101
34 C -1.372 0.089 2.332  1.8264
35 C -2.044 -0.360 3.659  0.0980
36 C -3.491 -1.013 3.681  -1.1425
37 N -1.494 -0.187 4.808  -0.6151
38 C 1.407 3.358 2.277  0.2660
39 S 2.294 3.589 3.642  -0.1053
40 S -0.371 3.727 2.386  -0.3505
41 C -1.124 3.368 0.733  0.5635
42 C -1.440 4.688 -0.084  -0.3955
43 C -1.095 4.432 -1.593  -0.4244
44 H 4.288 3.588 -2.390  0.2332
45 H 3.429 5.117 -2.893  0.2708
46 H 5.230 5.061 -2.807  0.3718
47 H 4.403 6.348 -0.863  0.3321
48 H 5.236 4.766 -0.339  0.3065
49 H 2.728 5.648 0.733  0.3663
50 H 2.218 4.734 -0.785  -0.1633
51 H 3.595 2.775 -0.196  0.1819
52 H 3.975 3.387 1.448  0.3602
53 H 0.720 1.115 0.969  -1.4708
54 H 2.168 1.158 -0.169  0.6572
55 H 3.108 -0.366 1.428  -0.6559
56 H 3.542 1.177 2.222  0.6924
57 H 2.676 -0.066 3.955  0.4453
58 H 1.222 0.912 3.608  0.4137
59 H 1.979 -2.023 3.126  0.5226
60 H 0.444 -1.487 3.844  -0.0393
61 H 1.579 -5.188 0.375  0.3485
62 H 0.197 -4.650 -0.638  0.4971
63 H 3.225 -4.182 -2.343  0.0742
64 H 1.840 -0.942 -0.318  -0.2001
65 H 4.078 -1.096 -0.163  0.6714
66 H 5.185 -2.900 0.631  -0.1798
67 H 3.794 -4.047 0.321  0.3986
68 H 5.030 -3.724 -0.938  0.3720
69 H -1.151 -5.191 3.932  0.2139
70 H 0.167 -6.375 5.732  0.4018
71 H 2.729 -6.359 5.587  0.3388
72 H 2.724 -4.092 2.050  0.3019
73 H -1.430 -2.997 3.221  0.8504
74 H -3.427 -4.911 2.811  0.1985
75 H -3.470 -4.182 0.572  -0.0320
76 H -0.851 -0.640 0.372  0.0832
77 H -0.643 0.912 2.537  -1.1628
78 H -2.194 0.578 1.729  0.5289
79 H -4.259 -0.316 4.117  0.3360
80 H -3.492 -2.041 4.119  0.3201
81 H -3.778 -1.144 2.596  0.2140
82 H -2.148 -0.544 5.521  0.3782
83 H -2.068 2.776 0.848  0.0118
84 H -0.416 2.767 0.108  -0.2992
85 H -2.538 4.901 -0.017  0.3397
86 H -0.889 5.577 0.309  0.3285
87 H -0.113 3.904 -1.748  0.1556
88 H -1.050 5.379 -2.194  -0.0495
89 H -1.878 3.802 -2.108  0.0367
90 C 6.292 -5.002 3.050  0.5832
91 Cl 6.895 -6.010 1.730  -0.1527
92 Cl 6.873 -3.335 2.901  -0.1877
93 H 5.206 -5.001 3.025  -0.5796
94 H 6.638 -5.412 3.994  0.3762
95 C -3.034 7.687 -3.245  0.0790
96 Cl -2.026 6.465 -4.023  -0.1277
97 Cl -2.446 8.063 -1.618  -0.1957
98 H -3.014 8.594 -3.845  0.3432
99 H -4.049 7.314 -3.174  -0.1022
100 C -6.257 -5.908 -0.780  -0.2404
101 Cl -5.317 -6.676 0.509  -0.1580
102 Cl -5.318 -5.787 -2.272  -0.0888
103 H -7.146 -6.503 -0.969  0.3901
104 H -6.542 -4.909 -0.461  0.1200
105 C -6.129 5.290 -4.575  -0.3452
106 Cl -6.064 7.051 -4.696  -0.1430
107 Cl -4.548 4.596 -4.164  -0.0702
108 H -6.843 5.019 -3.803  0.2777
109 H -6.449 4.887 -5.532  0.3374
110 C -3.375 2.446 6.188  -0.0631
111 Cl -4.536 2.430 4.850  -0.1659
112 Cl -3.174 4.072 6.843  -0.1530
113 H -3.738 1.790 6.975  0.3196
114 H -2.414 2.090 5.823  0.0675
115 C -4.403 1.558 -1.654  -0.3564
116 Cl -3.049 0.463 -1.326  -0.0354
117 Cl -4.617 2.713 -0.336  -0.1192
118 H -4.203 2.102 -2.574  0.1369
119 H -5.313 0.973 -1.761  0.3942
120 C 9.244 -2.001 0.370  -0.1221
121 Cl 10.348 -3.179 -0.344  -0.1520
122 Cl 7.773 -1.829 -0.601  -0.1103
123 H 8.970 -2.335 1.367  0.0494
124 H 9.743 -1.038 0.425  0.3180
125 C -0.364 10.922 -1.732  0.0464
126 Cl 1.363 11.284 -1.623  -0.1621
127 Cl -1.051 11.525 -3.246  -0.1598
128 H -0.502 9.844 -1.687  -0.0110
129 H -0.877 11.394 -0.899  0.2827
130 C -4.167 -3.077 -2.617  -0.0193
131 Cl -5.329 -2.733 -1.328  -0.1751
132 Cl -4.851 -4.169 -3.824  -0.1886
133 H -3.894 -2.144 -3.102  0.2742
134 H -3.286 -3.540 -2.182  0.0859
135 C 1.012 -0.285 -7.039  -0.3437
136 Cl 0.759 -1.104 -8.578  -0.1326
137 Cl 1.042 -1.443 -5.694  -0.1631
138 H 1.962 0.242 -7.069  0.2949
139 H 0.202 0.421 -6.876  0.2946
140 C -6.570 -3.562 -7.307  -0.1448
141 Cl -7.750 -3.989 -8.549  -0.1539
142 Cl -6.574 -1.823 -6.984  -0.1486
143 H -6.817 -4.089 -6.390  0.1654
144 H -5.580 -3.854 -7.646  0.2734

Output
net charge = +1

***

Number 1: orbital gap 8.61 eV, maximum force 0.1100 hartree/bohr. Number 2: orbital gap 6.36 eV, maximum force 0.1193 hartree/bohr.